The following is a quantum chemistry calculation of a 4-piece molecular cluster, C16H40O8 overall, from OMol25.

XYZ file:
```
64
Properties=species:S:1:pos:R:3:forces:R:3:lowdin_charge:R:1
C 2.7351 0.9843 -7.8114 0.2 0.0 0.2 -0.12
O 1.3474 1.1161 -7.5853 0.1 -0.1 -0.4 -0.18
C 0.9368 0.3725 -6.4467 0.0 0.4 -0.6 -0.21
C -0.3724 0.8869 -5.9201 -0.9 0.4 0.1 -0.20
O -1.4452 0.3137 -6.6446 0.1 -1.3 0.1 -0.19
C -2.7327 0.7317 -6.2697 0.1 0.5 -0.7 -0.12
H 3.0678 -0.0621 -7.8296 -0.1 0.0 0.4 0.09
H 3.2400 1.5580 -7.0232 0.4 -0.3 -0.1 0.09
H 3.0570 1.3624 -8.7826 -0.6 0.4 0.0 0.08
H 1.6875 0.4481 -5.6523 0.1 0.0 0.0 0.12
H 0.8023 -0.6721 -6.7488 0.1 -0.1 0.3 0.14
H -0.5268 1.9698 -6.0238 0.8 0.1 0.2 0.13
H -0.3952 0.6381 -4.8481 -0.4 -0.1 -0.1 0.12
H -2.9170 0.6951 -5.1943 0.1 0.2 0.1 0.07
H -3.4867 0.1187 -6.7632 0.3 -0.4 0.0 0.09
H -2.8782 1.7296 -6.7028 -0.2 0.3 0.6 0.09
C -1.7667 2.3107 5.0198 -1.1 -1.4 0.8 -0.13
O -1.2893 1.8810 3.7736 -0.1 0.9 -0.4 -0.18
C -0.2417 2.7066 3.2997 0.6 -0.4 -0.2 -0.20
C 0.0862 2.3002 1.8686 -0.7 0.0 0.7 -0.21
O 0.7665 3.3557 1.2288 0.5 0.0 -0.2 -0.16
C 1.5937 2.8145 0.2265 0.6 -1.0 -0.4 -0.12
H -1.2694 1.7816 5.8467 0.5 0.5 -0.1 0.08
H -2.7853 1.9143 5.1246 0.0 0.3 -0.3 0.09
H -1.8211 3.3873 5.1853 0.4 0.1 -0.2 0.09
H 0.6388 2.5189 3.9250 0.1 0.3 0.0 0.13
H -0.4611 3.7784 3.3169 -0.3 0.0 0.1 0.13
H -0.8526 2.0875 1.3460 0.0 -0.1 -0.1 0.13
H 0.6573 1.3690 1.9300 0.2 0.1 -0.3 0.11
H 1.0406 2.1189 -0.4149 -0.1 0.1 0.0 0.08
H 2.3987 2.2179 0.6735 0.0 0.0 0.1 0.09
H 2.1006 3.5158 -0.4343 -0.5 0.7 0.4 0.09
C 1.3696 -1.5156 0.9840 -0.4 1.8 -0.3 -0.09
O 1.8874 -0.8892 -0.1872 0.3 0.1 -0.1 -0.19
C 1.2677 -1.2235 -1.3919 -1.6 -1.4 -0.1 -0.20
C -0.2825 -1.2423 -1.3439 0.3 0.9 0.8 -0.25
O -0.7780 -1.3293 -2.6490 0.2 -0.3 0.0 -0.19
C -2.1617 -1.6406 -2.7212 0.4 0.0 -0.6 -0.08
H 2.0076 -1.1059 1.7643 0.1 -0.8 0.3 0.08
H 1.2647 -2.6004 0.9340 0.4 0.0 0.0 0.10
H 0.3944 -1.0474 1.1777 -0.1 -0.5 0.2 0.08
H 1.4640 -2.2770 -1.6411 0.7 0.2 -0.3 0.13
H 1.5786 -0.5586 -2.1913 0.3 0.1 0.1 0.12
H -0.6617 -0.3404 -0.8349 0.0 0.1 -0.1 0.13
H -0.6157 -2.0789 -0.7176 0.0 -0.2 -0.2 0.11
H -2.5633 -1.9064 -1.7450 -0.2 0.1 0.0 0.09
H -2.2764 -2.4766 -3.4128 -0.1 -0.1 0.1 0.09
H -2.6758 -0.7897 -3.1698 -0.3 0.1 0.3 0.07
C 2.6075 -0.4951 4.9179 0.1 -0.6 0.4 -0.11
O 1.3123 -0.6497 4.3939 -0.1 -0.1 -0.6 -0.20
C 0.3524 -1.0973 5.3132 0.0 1.0 0.9 -0.21
C -0.6462 -2.0385 4.7016 0.8 -2.3 -0.3 -0.20
O -1.4076 -2.5538 5.7800 -0.3 0.7 0.2 -0.18
C -2.4276 -3.4040 5.3659 -0.5 -1.0 -0.5 -0.14
H 3.0729 -1.4637 5.1514 -0.1 -0.1 -0.1 0.09
H 2.5924 0.0496 5.8674 0.1 0.4 -0.2 0.09
H 3.2189 -0.0275 4.1509 0.0 0.3 0.1 0.09
H -0.1432 -0.2492 5.8040 -0.3 0.2 -0.5 0.11
H 0.8234 -1.5443 6.1956 0.1 -0.7 -0.3 0.13
H -0.1122 -2.9201 4.2913 0.4 0.2 0.1 0.13
H -1.2069 -1.7811 3.7954 -0.4 1.1 0.6 0.13
H -3.2699 -2.8787 4.9063 0.1 0.2 -0.1 0.09
H -2.8313 -4.0057 6.1813 0.2 0.4 0.4 0.09
H -2.0688 -4.1682 4.6603 0.1 0.2 -0.2 0.09
```
Forces are in eV/Å.

As for the charge: 0. The gap between HOMO and LUMO comes out at 0.372 Ha. As for the total energy: -33614.505 eV. Its energy above the lowest of the compared OMol25 structures with the same formula, charge and spin is 4.5762 eV. Its largest force on an atom is 0.0469 hartree/bohr. The lowest unoccupied orbital energy is 0.7 eV. For the HOMO energy, the calculation gives -9.4533 eV.

The following is a quantum chemistry calculation of a 3-piece molecular cluster, C16H41N2O4S overall, from OMol25.

XYZ file:
```
64
Properties=species:S:1:pos:R:3:forces:R:3:lowdin_charge:R:1
C -0.2881 -0.0316 -1.8105 0.3 1.4 -0.5 -0.12
C 1.0782 -0.8084 -1.3957 0.7 1.0 0.1 -0.26
C 0.9255 -2.2407 -0.6424 0.8 -1.3 -2.9 -0.56
C -0.5187 -2.9945 -0.7908 -0.4 -1.0 1.3 -0.13
S 1.4848 -2.0944 1.1792 -0.1 -0.4 0.0 0.98
H -0.3685 -0.0216 -2.9989 -0.2 -0.2 2.7 0.09
H -0.1349 1.1146 -1.5151 -0.4 -2.5 -0.7 0.10
H -1.2688 -0.3671 -1.2741 2.0 0.4 -1.1 0.08
H 1.7244 -0.9600 -2.3792 -1.4 0.1 2.2 0.14
H 1.7198 -0.0589 -0.7245 -1.3 -1.7 -1.3 0.11
H 1.7315 -2.9745 -1.1322 -1.8 1.6 1.3 0.14
H -1.3788 -2.5133 -0.1188 2.0 -0.9 -1.6 0.11
H -0.8888 -3.0980 -1.9135 1.1 0.6 2.4 0.13
H -0.3776 -4.1101 -0.3894 -0.3 2.4 -0.9 0.10
H 2.8206 -1.5803 1.1730 -1.4 -1.2 -0.3 0.04
H 1.6047 -3.4593 1.5942 0.4 1.7 -0.7 0.04
C -3.5129 4.8309 -6.0567 0.0 -0.4 -0.2 -0.11
O -2.7758 4.3623 -7.1792 0.1 0.5 0.3 -0.20
C -1.6334 5.1718 -7.4847 0.3 -0.5 -0.4 -0.20
C -0.3323 4.4171 -7.1670 -0.5 0.3 0.3 -0.20
N -0.1463 4.2633 -5.7219 0.1 -0.3 -0.1 -0.06
C 0.9154 3.3162 -5.3570 -0.4 0.0 0.1 -0.19
C 0.7396 1.8482 -5.7960 0.4 0.1 0.4 -0.21
O -0.3256 1.1660 -5.1342 0.1 0.1 -0.4 -0.22
C -1.6104 1.3869 -5.7046 -0.1 -0.3 0.3 -0.09
H -4.4533 4.2752 -6.0126 0.1 0.0 -0.1 0.09
H -2.9655 4.6422 -5.1285 0.0 0.2 0.1 0.07
H -3.7405 5.8948 -6.1469 0.0 0.0 0.1 0.09
H -1.6690 6.1465 -6.9825 0.0 -0.2 0.1 0.12
H -1.6672 5.3591 -8.5647 0.0 0.0 0.1 0.12
H 0.5167 4.9710 -7.5835 -0.1 0.0 0.1 0.12
H -0.3863 3.4461 -7.6651 0.0 0.0 -0.3 0.10
H -1.0154 3.9431 -5.3038 0.2 0.1 -0.1 0.06
H 0.9844 3.3342 -4.2626 0.1 -0.1 -0.1 0.11
H 1.8719 3.6940 -5.7369 -0.1 -0.1 -0.1 0.12
H 1.6537 1.3161 -5.5073 -0.1 0.0 0.0 0.12
H 0.6631 1.7360 -6.8831 -0.2 0.1 0.0 0.11
H -1.5711 1.5188 -6.7890 0.0 0.1 0.1 0.09
H -2.0864 2.2419 -5.2267 -0.2 0.1 -0.2 0.07
H -2.2308 0.5116 -5.4879 0.2 0.0 0.0 0.09
C 1.8553 0.1448 6.3387 -0.3 0.0 0.3 -0.10
O 0.6013 -0.3849 5.9266 0.5 -0.2 -0.6 -0.19
C 0.7082 -1.3142 4.8409 -0.7 -0.2 0.4 -0.23
C 0.3931 -2.7422 5.3152 0.6 0.5 0.3 -0.21
N 1.4514 -3.2584 6.1869 -0.2 0.0 -0.2 -0.06
C 1.0870 -4.4910 6.8978 0.1 0.2 0.3 -0.19
C -0.1025 -4.4213 7.8770 0.4 -0.3 0.3 -0.21
O 0.1444 -3.6275 9.0376 -0.3 0.0 -0.6 -0.17
C -0.0564 -2.2314 8.8495 0.1 -0.2 0.5 -0.09
H 1.6641 0.9698 7.0300 -0.1 -0.1 -0.1 0.10
H 2.4390 -0.6124 6.8703 0.2 0.1 -0.1 0.08
H 2.4239 0.5267 5.4887 0.1 0.0 0.0 0.08
H 1.6837 -1.2593 4.3420 0.1 0.0 0.2 0.10
H -0.0515 -1.0204 4.1067 0.0 0.0 0.0 0.11
H 0.2918 -3.3977 4.4428 0.0 -0.1 0.0 0.11
H -0.5678 -2.7108 5.8344 -0.2 0.1 -0.2 0.10
H 1.6918 -2.5526 6.8773 -0.1 -0.1 -0.2 0.07
H 1.9740 -4.7946 7.4669 -0.2 0.0 0.0 0.12
H 0.9020 -5.2821 6.1616 -0.1 0.1 0.0 0.11
H -0.2721 -5.4391 8.2476 0.1 0.1 0.0 0.12
H -1.0375 -4.1246 7.3892 0.0 0.2 0.0 0.11
H -0.8593 -2.0147 8.1401 0.1 0.0 -0.1 0.09
H 0.8750 -1.7615 8.5369 0.0 0.2 -0.2 0.07
H -0.3266 -1.7961 9.8167 0.0 -0.2 -0.1 0.09
```
Forces are in eV/Å.

As for the charge: +1. The gap between HOMO and LUMO comes out at 0.238 Ha. As for the total energy: -39249.460 eV. Its energy above the lowest of the compared OMol25 structures with the same formula, charge and spin is 1.6322 eV. Its largest force on an atom is 0.0629 hartree/bohr. The lowest unoccupied orbital energy is -4.0 eV. For the HOMO energy, the calculation gives -10.4876 eV.

The following is a quantum chemistry calculation of a 4-piece molecular cluster, C16H41N4O4 overall, from OMol25.

XYZ file:
```
65
Properties=species:S:1:pos:R:3:forces:R:3:lowdin_charge:R:1
N 5.8588 -0.0835 -1.7260 0.0 0.6 -0.2 0.15
C 5.6405 0.6443 -0.5481 0.0 -0.2 0.6 -0.53
O 5.3479 0.0903 0.4920 0.4 0.2 -0.3 0.09
C 5.6471 2.1520 -0.6195 -0.1 0.3 -0.2 -0.09
C 4.4639 2.6976 -1.4245 -0.3 -0.2 -0.6 -0.12
N 3.1768 2.4720 -0.7161 -0.8 -0.3 -0.1 0.10
C 2.8247 1.3120 -0.1154 0.2 -0.2 -0.1 -0.35
N 2.4066 1.2646 1.2074 -0.5 0.1 -0.4 0.15
N 2.8007 0.1452 -0.8551 0.5 0.9 -0.4 0.21
H 5.7769 0.4867 -2.5603 0.3 0.0 0.0 0.09
H 6.7465 -0.5752 -1.7510 -0.3 -0.5 0.2 0.13
H 5.6252 2.5397 0.4012 -0.1 -0.1 -0.1 0.13
H 6.5714 2.5064 -1.0858 -0.1 -0.1 -0.1 0.14
H 4.5641 3.7805 -1.5060 -0.1 -0.1 0.0 0.14
H 4.4310 2.3144 -2.4509 0.0 -0.1 0.1 0.12
H 2.4946 3.2212 -0.7589 0.4 0.4 0.9 0.17
H 1.7744 2.0307 1.4352 0.2 0.1 0.1 0.12
H 3.2104 1.3010 1.8345 0.0 -0.2 0.0 0.12
H 3.6783 -0.3459 -1.0367 -0.4 -0.8 0.6 0.09
H 2.3673 0.3678 -1.7530 0.5 0.0 -0.2 0.13
C 2.8930 -3.2618 -4.8207 -0.1 0.0 -0.1 -0.07
C 2.4507 -2.2572 -3.7737 0.1 0.1 0.2 -0.31
O 1.2712 -1.5400 -4.0855 0.0 0.1 0.0 -0.18
C 0.0911 -2.3242 -4.2368 -0.1 0.0 0.0 -0.27
C -0.2878 -3.0942 -2.9864 0.1 0.0 0.1 -0.07
H 2.9678 -2.7859 -5.7990 0.0 0.0 0.0 0.09
H 3.8674 -3.6720 -4.5540 0.0 0.0 0.0 0.08
H 2.1952 -4.0953 -4.9027 0.0 0.0 0.0 0.07
H 3.2126 -1.4770 -3.6722 0.1 -0.1 0.0 0.10
H 2.3504 -2.7421 -2.7947 0.0 0.0 0.0 0.11
H 0.1839 -2.9975 -5.0949 0.1 0.0 0.0 0.11
H -0.6881 -1.6042 -4.4847 0.0 0.0 0.0 0.12
H 0.4343 -3.8791 -2.7555 0.0 0.0 0.0 0.07
H -1.2594 -3.5698 -3.1149 0.0 0.0 0.0 0.09
H -0.3415 -2.4269 -2.1243 -0.1 0.0 0.0 0.07
C -2.8941 -0.5649 0.8713 0.1 0.0 0.0 -0.08
C -3.2459 -2.0420 0.8933 -0.1 0.0 0.0 -0.27
O -2.2266 -2.8909 0.3884 0.0 0.0 0.0 -0.17
C -0.9960 -2.8501 1.0849 0.1 0.0 0.0 -0.30
C -1.0897 -3.2642 2.5437 -0.1 0.0 0.0 -0.08
H -2.5819 -0.2620 -0.1304 0.0 0.0 0.0 0.08
H -3.7573 0.0333 1.1656 0.0 0.0 0.0 0.07
H -2.0850 -0.3276 1.5652 0.0 0.0 0.0 0.06
H -4.1054 -2.2279 0.2498 0.0 0.0 0.0 0.12
H -3.5351 -2.3476 1.9049 0.0 0.0 0.0 0.11
H -0.5396 -1.8547 1.0015 0.0 0.0 0.0 0.10
H -0.3447 -3.5421 0.5487 0.0 0.0 0.0 0.11
H -1.6657 -2.5523 3.1361 0.0 0.0 0.0 0.07
H -0.0910 -3.3246 2.9782 0.0 0.0 0.0 0.08
H -1.5680 -4.2403 2.6308 0.0 0.0 0.0 0.09
C -6.1869 2.0845 4.4635 0.0 0.0 -0.1 -0.08
C -4.7733 1.8533 3.9600 0.0 0.0 0.0 -0.28
O -4.5775 2.2044 2.5988 0.1 0.0 0.0 -0.18
C -4.8125 3.5639 2.2737 0.0 0.0 0.0 -0.28
C -3.9102 4.5417 3.0072 0.0 -0.1 0.0 -0.08
H -6.9088 1.5871 3.8148 0.0 0.0 0.0 0.08
H -6.2899 1.6830 5.4720 0.0 0.0 0.0 0.08
H -6.4415 3.1442 4.5036 0.0 0.0 0.0 0.07
H -4.5328 0.7905 4.0088 0.0 0.0 0.0 0.11
H -4.0509 2.3735 4.5997 0.0 0.0 0.0 0.11
H -5.8640 3.8241 2.4362 0.0 0.0 0.0 0.11
H -4.6331 3.6279 1.2000 0.0 0.0 0.0 0.12
H -4.1155 4.5678 4.0777 0.0 0.0 0.0 0.07
H -4.0630 5.5489 2.6182 0.0 0.0 0.0 0.08
H -2.8621 4.2688 2.8708 0.0 0.0 0.0 0.08
```
Forces are in eV/Å.

As for the charge: +1. The gap between HOMO and LUMO comes out at 0.224 Ha. As for the total energy: -31398.492 eV. Its largest force on an atom is 0.0218 hartree/bohr. The lowest unoccupied orbital energy is -5.2 eV. For the HOMO energy, the calculation gives -11.2894 eV.